*w*
Molecular formula: C3H7NS2
Method: DFT, the ωB97M-V functional and the def2-TZVPD basis

Each atom is followed by the atoms it is bonded to, with distances in Å.
Element x y z (Å)
1 C 1.9375 -1.3390 0.8129  S5 1.538, H7 1.090
2 C 0.5617 0.4807 -1.4056  N4 1.380, H8 1.082, H9 1.125, H10 1.090
3 C -1.7672 0.4232 0.7430  S6 1.910, H11 1.049, H12 1.076, H13 1.103
4 N -0.0962 -0.7257 -1.2811  C2 1.380, S6 1.521
5 S 0.6965 -1.2096 1.7115  C1 1.538, S6 2.284
6 S -0.8222 -1.0664 0.0118  C3 1.910, N4 1.521, S5 2.284
7 H 2.9749 -1.2481 1.1362  C1 1.090
8 H -0.2013 1.2417 -1.3049  C2 1.082
9 H 1.2834 0.5912 -0.5499  C2 1.125
10 H 1.0898 0.6168 -2.3493  C2 1.090
11 H -1.9320 0.3112 1.7726  C3 1.049
12 H -2.6167 0.6310 0.1169  C3 1.076
13 H -1.1081 1.2932 0.5862  C3 1.103

The gap between HOMO and LUMO is 7.51 eV. The calculation puts the highest occupied orbital energy at -7.5 eV. Its SMILES is C#S#S(/C)=N/C.

---

*x*
Molecular formula: C3H7NS2
Method: DFT, the ωB97M-V functional and the def2-TZVPD basis

Each atom is followed by the atoms it is bonded to, with distances in Å.
Element x y z (Å)
1 C 2.6315 -0.5473 -0.0629  H4 1.273, H5 1.166, H6 1.157, N11 1.492
2 C 0.2140 -0.1016 0.1628  N11 1.389, S12 1.788, S13 1.643
3 C -2.7502 0.1520 0.2669  H8 1.130, H9 1.290, H10 1.119, S13 2.011
4 H 2.8310 -0.2640 -1.2874  C1 1.273
5 H 3.3671 -1.3695 0.3139  C1 1.166
6 H 2.6289 0.3615 0.6527  C1 1.157
7 H 1.1498 -1.9735 0.6601  N11 1.040
8 H -3.5157 -0.6788 0.2324  C3 1.130
9 H -3.2449 1.2260 -0.2488  C3 1.290
10 H -2.5173 0.5128 1.3003  C3 1.119
11 N 1.2675 -0.9872 0.3503  C1 1.492, C2 1.389, H7 1.040
12 S 0.5049 1.6483 -0.0635  C2 1.788
13 S -1.1389 -0.8935 -0.3287  C2 1.643, C3 2.011

The gap between HOMO and LUMO is 8.26 eV. The calculation puts the highest occupied orbital energy at -8.1 eV. Its SMILES is CNC(=S)SC.

---

Stability check: which of them is least stable? *w*.